No. 1
{"formula": "C5H7N3", "method": "ωB97M-V with the def2-TZVPD basis set", "symbols": ["C", "C", "C", "C", "C", "N", "N", "N", "H", "H", "H", "H", "H", "H", "H"], "xyz": [[0.454, -1.432, 0.078], [1.126, -0.257, 0.042], [-0.905, -1.083, 0.059], [0.295, 0.999, -0.017], [-1.086, 0.364, 0.080], [-1.923, -1.810, -0.082], [2.483, -0.132, -0.138], [3.340, -0.982, 0.047], [0.850, -2.375, 0.327], [0.611, 1.546, 0.962], [0.562, 1.559, -0.897], [-1.683, 0.698, -0.739], [-1.440, 0.741, 1.128], [-1.614, -2.725, -0.401], [2.586, 0.988, -0.234]], "lowdin_charge": [0.054, -0.270, -0.464, -0.131, -0.133, 0.148, -0.195, 0.109, 0.111, 0.154, 0.109, 0.113, 0.165, 0.053, 0.176], "orbital_gap_ev": [8.2, 8.2], "e_tot_ha": -358.8399, "spin_multiplicity": 1}

No. 2
{"formula": "C11H20NS2", "method": "ωB97M-V with the def2-TZVPD basis set", "symbols": ["C", "C", "N", "C", "C", "C", "C", "C", "H", "H", "H", "H", "H", "H", "H", "H", "H", "H", "H", "H", "H", "C", "C", "S", "C", "S", "C", "H", "H", "H", "H", "H", "H", "H"], "xyz": [[0.490, 2.235, -0.503], [-0.412, 1.205, -1.174], [-0.972, 0.238, -0.164], [-1.782, 1.020, 0.838], [-0.914, 2.045, 1.560], [0.532, 1.994, 1.021], [1.072, 0.568, 1.255], [0.175, -0.445, 0.551], [1.496, 2.161, -0.929], [0.108, 3.237, -0.715], [-1.275, 1.676, -1.664], [0.118, 0.614, -1.933], [-2.594, 1.499, 0.274], [-2.241, 0.297, 1.526], [-1.338, 3.043, 1.408], [-0.930, 1.835, 2.634], [1.161, 2.739, 1.519], [2.092, 0.480, 0.866], [1.104, 0.343, 2.325], [-0.266, -1.161, 1.258], [0.727, -1.019, -0.206], [-3.861, -4.216, -2.546], [-3.254, -3.296, -3.587], [-2.137, -1.986, -2.981], [-2.565, -1.591, -1.421], [-3.814, -2.215, -0.513], [-4.677, -3.489, -1.494], [-4.539, -4.902, -3.070], [-3.080, -4.818, -2.070], [-2.602, -3.873, -4.259], [-4.024, -2.787, -4.178], [-1.946, -0.768, -0.923], [-5.553, -2.995, -1.929], [-5.007, -4.200, -0.722]], "lowdin_charge": [-0.132, -0.157, -0.232, -0.156, -0.132, -0.287, -0.136, -0.143, 0.119, 0.119, 0.122, 0.119, 0.122, 0.119, 0.119, 0.119, 0.145, 0.118, 0.118, 0.122, 0.122, -0.277, -0.422, 1.019, -0.758, 1.019, -0.422, 0.133, 0.128, 0.094, 0.097, -0.008, 0.097, 0.094], "charge": 1, "orbital_gap_ev": 7.6, "e_tot_ha": -1282.0063, "spin_multiplicity": 1}

No. 3
{"formula": "C3H5Br2P", "method": "ωB97M-V with the def2-TZVPD basis set", "symbols": ["C", "C", "C", "P", "Br", "Br", "H", "H", "H", "H", "H"], "xyz": [[1.171, -0.864, -0.803], [0.430, 0.065, -0.295], [0.605, 1.021, 0.803], [-1.838, -0.092, -1.053], [-2.714, 0.960, 0.561], [-2.323, -2.185, -0.419], [0.718, -1.664, -1.404], [2.228, -0.996, -0.705], [-0.095, 0.695, 1.608], [0.167, 2.031, 0.643], [1.651, 1.028, 1.064]], "lowdin_charge": [-0.074, -0.407, -0.179, 0.049, 0.210, 0.103, 0.041, 0.056, 0.054, 0.068, 0.077], "orbital_gap_ev": 9.0, "e_tot_ha": -5606.6520, "spin_multiplicity": 1}

No. 4
{"formula": "C4H12NO2", "method": "ωB97M-V with the def2-TZVPD basis set", "symbols": ["C", "N", "C", "C", "C", "O", "H", "H", "H", "H", "H", "H", "H", "H", "H", "H", "H", "H", "O"], "xyz": [[1.395, 0.543, -1.566], [0.381, 1.430, -1.021], [-0.944, 0.792, -0.880], [-1.413, 0.565, 0.544], [-1.257, -1.053, 0.803], [0.015, -1.439, 0.661], [1.484, 0.676, -2.651], [1.329, -0.486, -1.196], [2.381, 0.900, -1.211], [0.658, 1.693, -0.094], [-0.945, -0.163, -1.417], [-1.682, 1.327, -1.504], [-0.801, 0.915, 1.380], [-2.431, 0.861, 0.801], [-1.623, -1.272, 1.831], [-2.003, -1.490, 0.095], [1.128, -1.397, 2.140], [2.237, -1.171, 1.159], [2.092, -1.232, 2.125]], "lowdin_charge": [-0.173, -0.124, -0.281, -0.184, -0.492, -0.336, 0.057, 0.059, 0.068, 0.071, 0.095, 0.087, 0.087, 0.073, 0.072, 0.071, -0.006, 0.009, -0.153], "charge": -1, "orbital_gap_ev": 7.3, "e_tot_ha": -364.8127, "spin_multiplicity": 1}